Record 1
This record from the OMol25 dataset describes a cluster of 7 separate species, C40H47FN2O5S2 in total. The level of theory is ωB97M-V with the def2-TZVPD basis set.

Geometry as XYZ:
```
97
Properties=species:S:1:pos:R:3:mulliken_charge:R:1
N 1.80 4.54 1.98 -0.658
N 1.49 4.82 0.61 0.581
C 2.00 6.11 0.10 -1.076
C 1.02 7.21 0.52 -0.472
C -0.20 7.35 -0.37 -1.036
C -1.13 6.14 -0.44 -0.243
S -2.07 5.96 1.06 1.249
O -1.19 5.75 2.16 -0.569
O -3.00 7.03 1.14 -0.633
O -2.88 4.62 0.78 -0.467
S 1.87 3.54 -0.35 1.191
O 1.76 3.90 -1.72 -0.695
O 3.05 2.85 0.01 -0.664
F 0.65 2.63 -0.05 -0.200
H 2.24 5.37 2.37 0.325
H 0.91 4.46 2.45 0.125
H 2.98 6.31 0.51 0.410
H 2.07 6.10 -0.98 0.432
H 1.57 8.15 0.53 0.420
H 0.73 7.00 1.55 0.299
H 0.06 7.61 -1.39 0.388
H -0.79 8.18 0.03 0.364
H -0.62 5.20 -0.63 -0.024
H -1.85 6.30 -1.24 0.503
H -2.54 4.20 -0.02 0.360
C -1.56 3.45 -4.23 -0.511
C -2.43 2.99 -5.20 -0.537
C -2.28 1.71 -5.73 -0.364
C -1.26 0.89 -5.27 -0.499
C -0.39 1.35 -4.29 -0.478
C -0.53 2.63 -3.77 -0.140
H -1.67 4.45 -3.83 0.425
H -3.23 3.63 -5.56 0.392
H -2.96 1.36 -6.50 0.301
H -1.15 -0.10 -5.68 0.452
H 0.41 0.71 -3.93 0.429
H 0.16 3.01 -3.03 0.533
C 0.09 -1.10 3.60 -0.484
C -0.89 -0.76 4.52 -0.532
C -1.19 0.57 4.76 -0.399
C -0.51 1.56 4.07 -0.468
C 0.48 1.23 3.15 0.063
C 0.78 -0.10 2.91 -0.596
H 0.32 -2.14 3.42 0.478
H -1.42 -1.54 5.06 0.370
H -1.95 0.83 5.48 0.376
H -0.75 2.60 4.25 0.398
H 0.99 2.02 2.61 0.329
H 1.54 -0.37 2.19 0.487
C 5.32 -1.80 1.88 -0.328
C 4.67 -0.61 1.55 -0.489
C 4.52 -0.27 0.21 -0.234
C 5.00 -1.11 -0.78 -0.567
C 5.64 -2.29 -0.44 -0.326
C 5.81 -2.63 0.89 -0.636
H 5.45 -2.07 2.92 0.485
H 4.30 0.04 2.32 0.478
H 4.04 0.67 -0.07 0.492
H 4.89 -0.84 -1.82 0.400
H 6.02 -2.95 -1.22 0.370
H 6.32 -3.55 1.16 0.387
C -3.27 -5.61 -1.85 -0.352
C -3.90 -6.52 -1.02 -0.478
C -3.97 -6.29 0.35 -0.349
C -3.41 -5.14 0.88 -0.437
C -2.77 -4.22 0.05 -0.424
C -2.70 -4.46 -1.31 -0.394
H -3.21 -5.80 -2.91 0.417
H -4.35 -7.42 -1.43 0.371
H -4.47 -7.00 1.00 0.359
H -3.47 -4.95 1.95 0.371
H -2.34 -3.33 0.47 0.447
H -2.20 -3.76 -1.96 0.471
C -5.45 -3.57 -5.58 -0.436
C -5.28 -3.37 -4.21 -0.450
C -4.48 -2.33 -3.76 -0.541
C -3.86 -1.49 -4.66 -0.108
C -4.03 -1.69 -6.02 -0.116
C -4.82 -2.73 -6.48 -0.536
H -6.07 -4.38 -5.94 0.374
H -5.77 -4.03 -3.51 0.420
H -4.35 -2.19 -2.69 0.483
H -3.24 -0.67 -4.31 0.291
H -3.54 -1.03 -6.73 0.260
H -4.95 -2.88 -7.55 0.366
C 4.51 -3.65 5.21 -0.508
C 4.75 -4.58 6.21 -0.395
C 4.02 -5.76 6.24 -0.419
C 3.06 -6.01 5.28 -0.307
C 2.81 -5.08 4.28 -0.669
C 3.54 -3.89 4.25 0.020
H 5.07 -2.72 5.19 0.375
H 5.50 -4.39 6.96 0.363
H 4.21 -6.49 7.02 0.360
H 2.49 -6.94 5.30 0.362
H 2.06 -5.27 3.53 0.378
H 3.35 -3.16 3.48 0.466
```

Record 2
This record from the OMol25 dataset describes a structure of composition C4H6FO4Tl. The level of theory is ωB97M-V with the def2-TZVPD basis set.

Computed properties:
Energy above the lowest of the compared OMol25 structures with the same formula, charge and spin, eV: 0.0000

Geometry as XYZ:
```
16
Properties=species:S:1:pos:R:3:nbo_charge:R:1
C 0.69 -3.44 2.61 -0.269
O -0.39 -2.55 2.87 -0.532
H 0.60 -4.36 3.20 0.169
H 0.65 -3.69 1.55 0.200
H 1.66 -2.96 2.83 0.186
C -0.06 -0.40 6.75 0.966
O -0.80 0.35 6.07 -0.790
C -0.26 -1.62 3.92 0.449
C 0.18 -2.24 5.24 -0.120
O 0.76 -1.26 6.09 -0.527
O -0.07 -0.51 7.99 -0.781
F 0.71 -0.67 3.54 -0.368
H -1.24 -1.13 3.98 0.174
H -0.69 -2.70 5.72 0.188
H 0.96 -2.99 5.07 0.208
Tl -1.53 1.17 8.10 0.847
```

Record 3
This record from the OMol25 dataset describes a structure of composition Br2H2N2O2S. The level of theory is ωB97M-V with the def2-TZVPD basis set.

Computed properties:
Energy above the lowest of the compared OMol25 structures with the same formula, charge and spin, eV: 0.7220

Geometry as XYZ:
```
9
Properties=species:S:1:pos:R:3:nbo_charge:R:1
N 0.22 -0.04 -0.02 -1.100
N 2.83 -0.04 -0.49 -0.864
O 1.87 0.59 1.75 -0.909
O 1.69 2.08 -0.24 -0.893
S 1.55 0.84 0.40 2.403
Br 2.89 -1.84 0.08 0.198
Br 4.30 0.90 -0.18 0.291
H 0.42 -1.01 0.24 0.429
H -0.62 0.31 -0.46 0.445
```

Record 4
This record from the OMol25 dataset describes an isolated molecule of C5H9NO. The level of theory is ωB97M-V with the def2-TZVPD basis set.

Computed properties:
Energy above the lowest of the compared OMol25 structures with the same formula, charge and spin, eV: 1.2599

Geometry as XYZ:
```
16
Properties=species:S:1:pos:R:3:nbo_charge:R:1
C -1.31 -1.65 0.24 -0.622
C 0.05 -0.94 0.18 -0.436
C 0.01 0.45 -0.50 0.116
O -1.28 1.02 -0.51 -0.716
C 0.84 1.50 0.26 -0.525
C 2.29 1.36 0.12 0.286
N 3.44 1.31 0.00 -0.325
H -1.47 -2.32 -0.61 0.205
H -1.38 -2.23 1.16 0.221
H -2.16 -0.97 0.26 0.217
H 0.79 -1.58 -0.32 0.219
H 0.45 -0.83 1.20 0.202
H 0.40 0.37 -1.52 0.170
H -1.80 0.57 -1.19 0.475
H 0.58 1.45 1.32 0.249
H 0.55 2.49 -0.11 0.265
```

Record 5
This record from the OMol25 dataset describes a structure of composition C6H4N2O4Sn. The level of theory is ωB97M-V with the def2-TZVPD basis set.

Computed properties:
Energy above the lowest of the compared OMol25 structures with the same formula, charge and spin, eV: 0.0000
Charge: +2

Geometry as XYZ:
```
17
Properties=species:S:1:pos:R:3:nbo_charge:R:1
O 3.04 -1.58 1.08 -0.194
N 3.55 -1.42 0.04 0.436
O 2.65 -1.65 -1.04 -0.376
C 1.46 -0.94 -0.75 0.518
C 0.22 -1.75 -0.41 -0.204
C -1.06 -1.00 -0.06 -0.082
C -0.98 0.51 -0.12 -0.132
C -2.24 1.42 0.24 0.759
O -2.39 1.71 1.52 -0.962
O -3.02 1.84 -0.68 -0.511
C 0.30 1.24 -0.48 0.094
N 1.45 0.46 -0.78 -0.480
H 0.23 -2.88 -0.36 0.298
H -1.97 -1.59 0.22 0.277
H 0.35 2.37 -0.50 0.284
H 2.33 0.95 -1.01 0.475
Sn -3.92 2.30 3.10 1.801
```

Record 6
This record from the OMol25 dataset describes a cluster of 8 separate species, C36H93N5O16 in total. The level of theory is ωB97M-V with the def2-TZVPD basis set.

Computed properties:
Energy above the lowest of the compared OMol25 structures with the same formula, charge and spin, eV: 1.2768

Geometry as XYZ:
```
150
Properties=species:S:1:pos:R:3:mulliken_charge:R:1
C 4.39 0.00 18.21 -0.563
C 4.93 1.38 18.43 -0.093
O 5.69 1.46 19.61 -0.520
O 5.48 -0.86 17.82 -0.541
H 3.58 -0.07 17.47 0.318
H 4.02 -0.35 19.18 0.300
H 4.10 2.08 18.53 0.238
H 5.52 1.74 17.58 0.228
H 6.52 0.98 19.46 0.303
H 5.51 -1.63 18.39 0.313
C 6.53 10.05 20.45 0.073
C 7.16 8.68 20.58 -0.065
O 8.56 8.70 20.86 -0.564
O 6.28 10.63 21.72 -0.560
H 5.60 9.90 19.88 -0.105
H 7.09 10.69 19.76 0.297
H 7.12 8.21 19.60 0.065
H 6.55 8.14 21.30 0.167
H 8.69 9.14 21.71 0.346
H 5.61 11.31 21.61 0.272
C 2.29 7.66 21.35 0.746
C 1.89 6.24 21.64 -0.702
O 2.42 5.76 22.86 -0.547
O 1.82 8.55 22.34 -0.644
H 1.95 7.90 20.34 -0.479
H 3.38 7.75 21.33 0.102
H 2.17 5.57 20.82 0.360
H 0.79 6.11 21.65 0.293
H 2.21 6.40 23.55 0.340
H 0.94 8.87 22.09 0.414
C 2.80 12.82 23.38 -0.551
O 3.55 13.77 22.65 -0.325
C 3.10 15.09 22.90 -0.613
C 1.64 15.36 22.58 -0.734
N 1.26 14.94 21.22 -0.225
C -0.19 14.79 21.11 -0.464
C -0.63 14.72 19.68 -0.844
O 0.01 13.57 19.13 -0.052
C -0.51 13.18 17.91 -0.784
H 1.76 12.80 23.03 0.199
H 2.95 12.95 24.46 0.395
H 3.21 11.83 23.15 0.089
H 3.75 15.81 22.41 0.326
H 3.21 15.25 23.99 0.389
H 1.45 16.43 22.64 0.472
H 1.02 14.89 23.36 0.355
H 1.67 14.02 21.10 0.115
H -0.72 15.58 21.65 0.559
H -0.49 13.84 21.59 0.178
H -0.14 15.56 19.16 0.342
H -1.71 14.72 19.55 0.443
H 0.03 12.37 17.43 -0.003
H -0.43 13.99 17.15 0.335
H -1.57 12.90 17.89 0.382
C -1.81 9.19 11.98 -0.679
O -0.95 9.87 11.10 -0.342
C -1.28 9.69 9.74 -0.759
C -0.03 9.41 8.94 -0.324
N 0.56 8.11 9.27 -0.361
C 1.99 8.08 8.95 -0.940
C 2.89 8.63 10.01 -0.337
O 2.74 7.88 11.19 -0.239
C 3.58 8.34 12.21 -0.616
H -1.66 9.58 12.99 0.133
H -1.63 8.10 11.98 0.317
H -2.87 9.34 11.74 0.393
H -1.83 10.55 9.34 0.395
H -1.96 8.84 9.62 0.385
H 0.70 10.21 9.15 0.237
H -0.25 9.49 7.87 0.388
H 0.52 8.08 10.29 0.174
H 2.22 8.40 7.94 0.459
H 2.22 7.00 8.87 0.285
H 2.62 9.68 10.22 0.297
H 3.93 8.69 9.67 0.434
H 4.63 8.13 11.96 0.374
H 3.37 7.81 13.14 -0.184
H 3.37 9.38 12.45 0.342
C 1.23 6.39 13.97 -1.021
O 1.51 7.27 15.04 0.151
C 0.38 7.97 15.51 0.504
C -0.42 7.14 16.51 -0.960
N -1.24 7.91 17.47 -0.346
C -0.40 8.59 18.46 0.799
C -1.22 9.45 19.37 -0.668
O -0.55 9.59 20.60 -0.095
C -1.21 10.43 21.52 -0.771
H 2.12 5.89 13.61 0.374
H 0.71 6.89 13.14 0.182
H 0.52 5.62 14.31 0.381
H -0.26 8.31 14.68 -0.215
H 0.76 8.89 15.97 0.035
H 0.30 6.50 17.02 0.322
H -1.08 6.45 15.99 0.293
H -1.64 8.66 16.90 0.326
H 0.44 9.13 18.01 -0.181
H 0.04 7.84 19.13 -0.202
H -2.20 8.97 19.56 0.313
H -1.45 10.46 18.99 0.167
H -1.91 9.86 22.15 0.300
H -1.79 11.21 21.02 0.397
H -0.47 10.84 22.21 0.129
C 9.53 5.91 22.47 -0.616
O 9.97 4.59 22.29 -0.392
C 10.69 4.39 21.09 -0.333
C 10.37 3.02 20.59 -1.064
N 9.04 2.85 20.01 -0.275
C 8.86 3.61 18.75 -1.308
C 7.60 4.50 18.76 0.945
O 7.33 4.91 20.06 -0.077
C 6.04 5.39 20.27 -0.816
H 8.88 6.19 21.64 0.177
H 10.38 6.61 22.56 0.351
H 8.96 6.00 23.40 0.293
H 11.77 4.45 21.31 0.430
H 10.50 5.22 20.40 0.302
H 10.46 2.34 21.44 0.373
H 11.09 2.53 19.92 0.425
H 8.37 3.27 20.66 0.366
H 8.73 2.83 17.98 0.415
H 9.75 4.11 18.37 0.347
H 6.76 3.90 18.39 -0.242
H 7.80 5.33 18.07 -0.035
H 5.33 4.55 20.21 0.495
H 5.71 6.10 19.49 -0.015
H 5.98 5.93 21.21 0.312
C 2.56 10.93 19.82 1.053
O 3.47 10.93 18.76 -0.434
C 2.91 10.44 17.58 1.328
C 3.91 10.46 16.44 -0.974
N 4.98 9.53 16.60 -0.128
C 4.59 8.15 16.33 0.867
C 5.77 7.22 16.34 -0.033
O 5.46 5.93 15.87 -0.450
C 4.58 5.21 16.68 -0.134
H 2.04 9.97 19.85 -0.268
H 1.73 11.67 19.67 -0.336
H 3.00 11.34 20.73 -0.183
H 2.09 11.12 17.27 -0.400
H 2.49 9.43 17.72 -0.486
H 4.28 11.49 16.36 0.519
H 3.29 10.32 15.53 0.152
H 5.83 9.83 16.14 0.324
H 4.00 8.08 15.41 -0.740
H 3.87 7.89 17.12 -0.044
H 6.21 7.19 17.35 -0.245
H 6.60 7.60 15.74 0.425
H 3.53 5.51 16.55 0.064
H 4.81 5.21 17.75 -0.083
H 4.66 4.16 16.39 0.324
```

Record 7
This record from the OMol25 dataset describes a cluster of 6 separate species, C14H18BCl20FO6PS in total. The level of theory is ωB97M-V with the def2-TZVPD basis set.

Computed properties:
Charge: -1

Geometry as XYZ:
```
62
Properties=species:S:1:pos:R:3:nbo_charge:R:1
C 5.02 0.04 2.26 -0.453
C 4.12 -0.34 3.12 -0.125
C 3.23 -1.53 2.79 -0.731
B 2.05 -1.11 1.75 0.622
O 1.18 -2.17 1.19 -0.712
C -0.05 -1.53 0.95 -0.252
P -0.03 -1.51 -0.93 1.291
O -0.03 -3.14 -1.33 -0.981
O -1.55 -0.99 -1.51 -1.006
C -0.13 -0.17 1.79 0.269
C -1.16 -0.53 2.92 -0.456
C -2.59 -0.79 2.40 0.224
C -3.56 0.28 2.93 -0.645
F -3.04 -2.05 2.75 -0.371
C -0.56 1.14 1.07 -0.715
S 0.52 2.56 1.35 2.062
O 1.45 2.63 0.27 -0.943
O 1.03 2.66 2.67 -0.920
O 1.09 -0.19 2.44 -0.710
H 5.01 -0.41 1.27 0.190
H 5.79 0.78 2.46 0.174
H 4.01 0.19 4.07 0.183
H 2.81 -1.89 3.74 0.194
H 3.89 -2.30 2.38 0.207
H 2.60 -0.39 0.93 -0.141
H -0.77 -2.33 1.20 0.189
H -0.95 -3.46 -1.33 0.478
H -1.96 -0.50 -0.78 0.471
H -1.15 0.20 3.73 0.211
H -0.81 -1.48 3.34 0.242
H -2.58 -0.70 1.30 0.124
H -3.05 1.25 2.92 0.209
H -4.47 0.30 2.32 0.204
H -3.78 0.05 3.97 0.220
H -0.66 1.05 -0.01 0.247
H -1.55 1.44 1.42 0.220
H -0.34 3.63 1.18 -0.055
C 1.73 -1.28 -5.02 -0.225
Cl 0.96 -1.92 -3.56 0.109
Cl 0.84 -1.85 -6.46 0.019
Cl 1.70 0.49 -4.97 0.043
Cl 3.40 -1.84 -5.11 0.035
C -1.85 3.78 -2.19 -0.226
Cl -2.75 4.66 -0.94 0.036
Cl -0.19 4.36 -2.23 0.081
Cl -1.87 2.05 -1.82 0.066
Cl -2.62 4.05 -3.77 0.046
C 2.60 1.56 -9.13 -0.224
Cl 0.90 1.30 -9.57 0.049
Cl 3.06 0.42 -7.87 0.079
Cl 3.62 1.33 -10.55 0.041
Cl 2.80 3.22 -8.53 0.050
C -6.34 2.56 -2.24 -0.225
Cl -5.41 1.72 -3.48 0.067
Cl -7.98 1.91 -2.19 0.048
Cl -5.57 2.34 -0.67 0.058
Cl -6.40 4.29 -2.62 0.051
C 2.07 -4.36 5.98 -0.225
Cl 1.76 -3.78 4.35 0.121
Cl 3.61 -3.70 6.55 0.046
Cl 0.77 -3.83 7.06 0.035
Cl 2.15 -6.13 5.98 0.028
```

Record 8
This record from the OMol25 dataset describes a structure of composition C50H63BBaN6O5Sb. The level of theory is ωB97M-V with the def2-TZVPD basis set.

Computed properties:
Energy above the lowest of the compared OMol25 structures with the same formula, charge and spin, eV: 4.3317
Charge: -1

Geometry as XYZ:
```
127
Properties=species:S:1:pos:R:3:mulliken_charge:R:1
Ba 1.13 -0.09 -0.01 1.640
C -1.26 -2.17 -5.42 -1.442
C -0.91 -2.30 -3.97 0.083
C -0.81 -3.48 -3.26 -1.154
C -0.42 -3.10 -1.97 -0.278
N -0.31 -1.77 -1.91 1.312
N -0.61 -1.29 -3.13 -0.344
B -0.37 0.16 -3.60 -0.408
N 1.11 0.52 -3.29 0.965
N 1.93 -0.48 -2.93 -0.163
C 3.17 -0.12 -3.26 -0.130
C 3.14 1.16 -3.84 -1.436
C 1.81 1.52 -3.85 0.674
C 1.18 2.75 -4.42 -1.636
C 4.33 -1.08 -3.24 2.693
C 4.79 -1.28 -4.70 -1.951
C 5.51 -0.52 -2.44 -1.581
C 3.90 -2.42 -2.65 -1.868
N -1.38 1.17 -3.02 0.001
N -1.40 1.58 -1.74 0.679
C -2.39 2.47 -1.63 -0.391
C -3.01 2.64 -2.87 -1.107
C -2.35 1.80 -3.73 0.424
C -2.66 1.59 -5.17 -1.468
C -2.86 3.11 -0.35 2.527
C -4.19 2.44 0.02 -1.909
C -3.06 4.61 -0.54 -2.211
C -1.87 2.87 0.78 -0.089
C -0.17 -4.08 -0.85 2.874
C -1.50 -4.76 -0.48 -2.077
C 0.84 -5.12 -1.34 -1.875
C 0.41 -3.41 0.39 -0.925
H -1.51 -3.15 -5.82 0.427
H -0.42 -1.77 -5.97 0.270
H -2.12 -1.52 -5.56 0.119
H -0.98 -4.47 -3.64 0.505
H -0.49 0.19 -4.78 -0.211
H 3.97 1.74 -4.20 0.543
H 1.91 3.54 -4.53 0.472
H 0.38 3.09 -3.76 0.185
H 0.74 2.54 -5.39 0.228
H 5.16 -0.35 -5.13 0.337
H 3.96 -1.64 -5.30 0.370
H 5.59 -2.02 -4.73 0.473
H 5.80 0.47 -2.80 0.298
H 6.37 -1.18 -2.52 0.521
H 5.23 -0.45 -1.39 0.031
H 3.02 -2.78 -3.17 0.271
H 3.63 -2.27 -1.61 0.121
H 4.71 -3.14 -2.73 0.502
H -3.83 3.30 -3.10 0.579
H -3.44 2.28 -5.47 0.394
H -3.00 0.58 -5.35 0.113
H -1.78 1.77 -5.79 0.233
H -4.91 2.54 -0.79 0.441
H -4.61 2.90 0.92 0.454
H -4.04 1.38 0.21 0.307
H -3.85 4.83 -1.25 0.420
H -2.14 5.08 -0.89 0.411
H -3.33 5.07 0.42 0.426
H -1.55 1.84 0.73 -0.534
H -2.33 3.06 1.74 0.294
H -1.00 3.53 0.66 0.072
H -1.90 -5.30 -1.33 0.422
H -2.23 -4.02 -0.17 0.275
H -1.35 -5.46 0.34 0.477
H 0.47 -5.65 -2.22 0.372
H 1.04 -5.85 -0.56 0.483
H 1.76 -4.61 -1.61 0.203
H -0.32 -2.73 0.83 -0.416
H 1.31 -2.85 0.13 -0.345
H 0.66 -4.17 1.13 0.786
O 2.00 0.23 3.91 -0.714
C 2.06 0.25 2.69 0.525
O 1.59 -0.64 1.94 -0.411
C 2.63 1.50 2.05 -0.168
C 1.61 2.24 1.18 0.198
C 2.03 3.72 1.17 -0.736
C 3.31 3.63 0.30 -1.097
C 3.27 2.14 -0.12 0.459
O 1.88 1.87 -0.15 -1.012
C 3.76 1.29 1.05 0.254
C 3.85 -0.22 0.72 -0.149
O 4.57 -0.92 1.42 -0.825
O 3.18 -0.58 -0.28 -0.550
H 2.94 2.12 2.89 0.846
H 0.57 2.06 1.45 -0.351
H 2.21 4.12 2.16 0.524
H 1.27 4.33 0.67 0.373
H 4.21 3.87 0.85 0.260
H 3.25 4.29 -0.57 0.367
H 3.71 1.89 -1.08 0.475
H 4.72 1.62 1.45 0.558
C -5.82 -0.04 3.26 -0.705
C -5.04 0.88 3.94 -0.755
C -3.67 0.89 3.75 -0.548
C -3.06 0.01 2.88 1.119
C -3.86 -0.88 2.17 -0.513
C -5.23 -0.92 2.37 -0.571
Sb -0.91 -0.18 2.57 -0.147
C -0.86 -2.03 3.68 0.753
C 0.30 -2.80 3.72 -0.824
C 0.36 -3.95 4.49 -0.727
C -0.74 -4.33 5.25 -0.824
C -1.90 -3.58 5.21 -0.712
C -1.95 -2.44 4.43 -0.433
C -0.55 1.04 4.30 1.723
C -0.38 0.44 5.53 -0.507
C -0.22 1.20 6.68 -0.847
C -0.24 2.58 6.60 -0.832
C -0.39 3.19 5.37 -0.886
C -0.54 2.43 4.23 -0.410
H -6.89 -0.07 3.43 0.342
H -5.50 1.57 4.63 0.379
H -3.06 1.59 4.30 0.353
H -3.39 -1.57 1.48 0.461
H -5.83 -1.64 1.83 0.421
H 1.17 -2.49 3.16 0.580
H 1.26 -4.53 4.52 0.482
H -0.68 -5.22 5.87 0.364
H -2.76 -3.86 5.80 0.421
H -2.86 -1.85 4.42 0.414
H -0.35 -0.64 5.60 0.445
H -0.08 0.72 7.63 0.436
H -0.13 3.18 7.50 0.343
H -0.40 4.27 5.30 0.456
H -0.65 2.92 3.27 0.164
```

| no. | HOMO level (eV) | orbital gap (eV) |
| --- | --- | --- |
| 1 | -9.173 | 9.38 |
| 2 | -9.796 | 9.59 |
| 3 | -9.587 | 9.08 |
| 4 | -10.929 | 11.57 |
| 5 | -16.644 | 6.20 |
| 6 | -8.271 | 8.51 |
| 7 | -4.584 | 6.06 |
| 8 | -5.788 | 7.90 |